Entry from the OMol25 dataset: an isolated molecule of C6H14N2 at a distorted geometry (the ωB97M-V functional and the def2-TZVPD basis).

Atoms and positions in Å:
H (0.224, -2.749, 1.523)
H (-1.900, 0.713, -0.390)
H (0.329, 0.210, 1.486)
N (-1.284, 0.980, 0.272)
N (1.961, -2.148, -1.274)
C (-1.076, 3.285, -0.716)
H (1.297, -1.607, -1.759)
C (0.326, -2.338, 0.547)
H (-0.687, 4.284, -0.418)
H (2.488, -2.538, 0.781)
H (0.151, -3.340, -0.057)
H (-2.116, 3.436, -1.147)
C (-0.621, -1.251, 0.187)
H (2.040, -3.168, -1.493)
H (-1.727, 2.815, 1.302)
H (2.023, -0.880, 0.570)
H (-1.403, -1.595, -0.549)
H (-0.249, 3.087, -1.396)
C (1.788, -1.955, 0.243)
H (-0.134, 2.392, 1.112)
C (-0.437, -0.011, 0.657)
C (-0.993, 2.377, 0.521)

Output
charge: 0
DFT total energy: -9426.999 eV
LUMO energy: 1.1 eV
ΔE to the lowest compared entry with this formula, charge and spin: 239.8 kJ/mol
Kohn-Sham gap: 8.46 eV

Atom charges from the Löwdin analysis, given in e for atoms 1 to 6: number 1, H, carries 0.075; number 2, H, carries 0.082; number 3, H, carries 0.156; number 4, N, carries -0.041; number 5, N, carries -0.023; number 6, C, carries -0.098